Record 1
The following is a quantum chemistry calculation of C50H52BBrN9NaP2S2 as an isolated structure, from the OMol25 dataset.

Each line ends with the Löwdin charge.
Element x y z (Å)
Br 0.0878 5.1623 2.3277  0.7199
S -1.2596 0.4509 3.7728  0.5938
S 0.0364 -3.1313 1.8151  0.5614
P -2.1039 -1.1566 -0.6897  1.0972
P 0.3583 1.7838 -2.3859  1.1115
Na -0.0375 0.5393 0.1862  0.0454
N 0.3476 -0.8667 -2.0218  -0.0203
N -1.5053 2.1542 0.5832  0.0742
N 3.1050 0.8199 0.2602  0.1391
N 2.6631 -1.5050 1.6833  0.0675
N 1.1500 2.6655 2.7932  0.0586
N -0.5790 -1.5358 5.5554  -0.1239
N -2.2737 -2.0157 4.3351  0.0699
N 2.6223 -2.6189 2.4582  -0.0466
N 1.5737 -4.1579 3.7675  -0.0686
C -1.6881 1.1215 -4.2082  -0.0553
C -4.6527 -3.5397 1.5877  -0.1060
C -0.0977 2.6946 -5.0574  -0.0970
C -4.2845 0.1670 -1.8168  -0.0829
C 1.8179 0.8071 -3.0187  -0.2590
C 5.3748 0.9469 -1.3259  -0.0781
C 3.2666 -5.8389 3.0558  -0.0990
C 3.4049 -1.5733 0.6396  -0.2839
C 0.1648 5.8122 -1.7094  -0.0960
C -1.9462 1.9993 -6.4343  -0.1090
C 0.6389 -0.9066 6.0183  -0.0441
C 2.8395 -4.7957 4.0853  -0.2960
C 2.1510 4.0608 -2.5167  -0.1253
C 3.9953 -2.8605 0.1387  -0.0384
C -3.3882 -0.8924 -1.9910  -0.3482
C 1.3076 -1.6583 -3.9115  -0.1037
C -0.5429 1.8848 -4.0101  -0.3199
C 4.9079 -0.2658 -0.8496  -0.0239
C -3.6671 -3.1478 0.6891  -0.0902
C -5.2386 0.4565 -2.7801  -0.0799
C -2.3882 1.1767 -5.4098  -0.0722
C 0.4023 -2.6432 -3.4178  -0.1046
C -1.1865 -2.6375 -1.2939  -0.3291
C 4.6998 2.1068 -0.9875  -0.0871
C 1.5157 -3.2325 2.7038  -0.8916
C -2.5176 2.7115 0.6071  -0.2814
C -3.2961 -1.8085 0.5728  -0.3441
C 1.2372 -0.5974 -3.0178  -0.4318
C -0.1271 4.4719 -1.9076  -0.0910
C -4.4189 -1.3515 -4.1306  -0.1174
C 2.8057 4.3876 2.6572  -0.1390
C 3.7852 -0.2972 -0.0182  -0.2154
C -1.3594 -1.0381 4.5493  -0.8183
C -5.3139 -0.3076 -3.9405  -0.1252
C -0.7906 2.7557 -6.2574  -0.1066
C 2.4542 5.4048 -2.3048  -0.1092
C -2.0588 -3.1104 5.1465  -0.1004
C -1.0008 -2.8102 5.9169  -0.0875
C 3.8007 3.4584 2.9218  -0.0968
C 0.8636 3.5703 -2.3202  -0.3699
C -0.1587 -2.1040 -2.2667  -0.4239
C -5.2993 -2.5893 2.3726  -0.1231
C -4.9262 -1.2528 2.2790  -0.1013
C 1.4615 6.2838 -1.9007  -0.1150
C 2.1219 1.7737 3.0227  -0.1499
C 3.4581 2.1316 3.1157  -0.0845
C 1.5002 3.9188 2.6208  -0.7555
C 3.5535 1.9759 -0.2156  -0.1604
C -3.9155 -0.8696 1.4020  -0.1158
C -3.4562 -1.6359 -3.1663  -0.0920
B -3.9085 3.4937 0.5852  -0.4760
H 0.6324 -0.8204 7.1064  0.0811
H -4.4521 -1.9388 -5.0417  0.0962
H 3.4025 -3.6884 0.5167  0.0516
H 5.0254 3.0801 -1.3292  0.0963
H -4.9247 -4.5862 1.6673  0.0899
H 1.6941 7.3280 -1.7273  0.0880
H 0.7939 -4.7927 3.6716  0.0669
H -6.0540 -0.0777 -4.6982  0.0906
H 2.7563 -5.2495 5.0774  0.0941
H -3.6078 0.1704 1.3631  0.0801
H 4.2638 -6.2322 3.2781  0.0600
H -0.6158 6.4843 -1.3732  0.1002
H 3.5922 -4.0111 4.1403  0.0898
H -2.6502 -4.0054 5.0787  0.1061
H -4.2234 0.7948 -0.9320  0.0904
H -0.4307 3.3954 -7.0557  0.0881
H 0.7978 3.2932 -4.9293  0.0964
H 3.9721 -2.8908 -0.9525  0.0795
H 4.2069 1.3727 3.3038  0.1043
H -3.2810 0.5755 -5.5319  0.0798
H 6.2602 0.9826 -1.9502  0.0989
H 2.1331 1.1368 -4.0106  0.0794
H 2.5639 -6.6769 3.0317  0.0641
H -2.4972 2.0550 -7.3663  0.0876
H -5.3967 -0.5036 2.9047  0.1057
H 2.9579 2.8500 0.0308  0.1086
H -4.7008 2.8931 1.2951  -0.0150
H -2.0305 0.4704 -3.4142  0.0758
H 1.5040 -1.4875 5.6959  0.0873
H 0.6806 0.0854 5.5739  0.0414
H -0.7070 -3.0798 -0.4142  -0.0504
H -1.1295 4.1061 -1.7076  0.1023
H 1.9062 -1.7127 -4.8111  0.0657
H 2.6593 0.8821 -2.3386  0.0314
H -6.0836 -2.8902 3.0579  0.0883
H -4.3065 3.5200 -0.5697  -0.0160
H 3.2865 -5.3859 2.0631  0.0530
H -1.8316 -3.3933 -1.7468  0.0683
H 5.4267 -1.1811 -1.0912  0.0967
H -5.9064 1.2966 -2.6288  0.1011
H 5.0310 -3.0013 0.4727  0.0812
H 3.4692 5.7605 -2.4499  0.0889
H 2.9268 3.3859 -2.8544  0.0846
H -3.1799 -3.8946 0.0733  0.0959
H 1.8003 0.7430 3.1395  0.0795
H 0.1795 -3.6046 -3.8621  0.0683
H -2.7361 -2.4226 -3.3513  0.0917
H 4.8388 3.7695 2.9470  0.0998
H -3.7242 4.6269 1.0016  -0.0182
H -0.5024 -3.3804 6.6809  0.1079
H 3.0224 5.4312 2.4791  0.0881
H -2.8981 -1.9773 3.5438  0.1013

Atoms 1-6, force components in eV/Å:
Br 0.012 -0.017 -0.042
S 0.074 -0.332 0.199
S 0.199 0.077 0.582
P -0.484 -0.455 0.309
P 0.181 0.685 -0.685
Na 0.453 -0.488 0.059

Properties
E_tot: -6669.6889 a.u.
E_LUMO: 3.445 eV
Net charge: -2
Kohn-Sham gap: 5.3 eV


Record 2
The following is a quantum chemistry calculation of C50H52N5O3RbS2 as an isolated structure in a non-equilibrium geometry, from the OMol25 dataset.

Each line ends with the Löwdin charge.
Element x y z (Å)
Rb -0.0788 -0.3619 1.0873  0.6970
S 2.4160 -2.6478 0.9160  0.5083
S -3.6052 -1.7848 -0.2210  0.4582
O 1.4231 2.3348 -0.2918  0.0078
O 0.4969 1.1881 5.7430  -0.0232
O 0.1225 0.5555 3.6355  -0.1404
N 2.6501 2.6754 5.8058  0.0913
N -1.7403 3.4706 -0.3642  0.1418
N -1.5013 -1.0361 -2.3304  -0.1620
N -2.3405 1.6547 1.5554  0.0908
N 1.7002 -1.9532 -1.9890  -0.1568
C 4.8494 2.5607 3.7185  -0.0298
C 3.5694 -5.1339 -2.6644  -0.1361
C 1.9484 5.2019 3.1986  -0.1043
C 2.1367 3.3068 4.6708  -0.2273
C -4.4062 2.8022 2.0957  -0.1577
C 5.3679 0.4747 -0.0274  -0.0029
C 7.1361 0.9007 4.4438  -0.0585
C 6.2783 0.8645 -0.9897  -0.2518
C 0.5049 1.3503 4.5020  -0.6284
C -3.3188 -2.5649 -1.7264  -0.7001
C 3.5075 -4.7526 -0.3073  -0.1619
C 2.4171 -3.1868 -1.7891  -0.2863
C -4.9186 4.8229 0.9050  -0.1138
C 6.1602 0.6230 6.7034  -0.0894
C -4.6701 1.8156 3.0686  -0.0099
C 0.9011 4.5892 2.5287  -0.0977
C 4.9270 1.9429 5.0860  -0.1422
C 0.6833 -2.0694 -3.0217  -0.1794
C -2.8666 3.6475 0.3732  -0.2575
C -3.2033 2.6679 1.3586  -0.1603
C 0.4587 3.3431 2.9387  -0.0262
C -4.1146 -3.6676 -2.0622  -0.1666
C 3.9020 -5.5214 -1.3756  -0.1388
C -3.7322 4.7088 0.1774  -0.0531
C 2.7766 -3.5667 -0.4777  -0.6918
C -2.2371 -2.8136 -3.8630  -0.0668
C -3.9806 -4.3354 -3.2606  -0.1427
C -2.6329 0.7446 2.4434  -0.1960
C 4.1357 1.1043 0.1365  -0.1871
C -5.2660 3.8905 1.8450  -0.0725
C -3.7932 0.7817 3.2330  -0.0191
C 2.4815 2.8013 -0.7041  -0.1912
C 3.8791 2.0839 6.0179  -0.1875
C -2.2490 0.2093 -2.2969  -0.1204
C 7.5847 0.1490 -1.1877  -0.0463
C 6.0469 1.1865 5.4398  -0.2456
C 5.9504 1.9618 -1.7899  -0.0229
C 4.4724 3.7818 -2.5821  -0.0582
C 4.7454 2.6174 -1.6675  -0.2126
C 3.7832 2.1725 -0.7243  -0.1067
C 4.0399 1.5288 7.2986  -0.0348
C 5.1613 0.8127 7.6419  -0.1092
C 1.0505 2.7030 4.0134  -0.0551
C -0.2864 -0.8821 -3.1070  -0.1888
C -2.3412 -2.1347 -2.6586  -0.2799
C 2.6488 -0.8791 -2.2259  -0.0690
C 3.2635 0.5961 1.2162  -0.0891
C 2.5609 4.5712 4.2665  -0.0547
C 2.8274 -3.9776 -2.8500  -0.0599
C -3.0385 -3.9017 -4.1760  -0.1378
H -1.6099 1.0144 -1.9315  0.0660
H 7.6234 1.8155 4.1096  0.0797
H 5.3108 3.9319 -3.2618  0.0707
H 5.5049 2.0631 3.0118  0.0581
H 7.7394 -0.5945 -0.4092  0.0755
H -4.8474 -3.9930 -1.3360  0.0742
H 7.6021 -0.3589 -2.1543  0.0830
H -1.9181 -0.0534 2.5812  0.0166
H 5.1377 3.6134 3.7591  0.0873
H 4.4818 -6.4207 -1.2083  0.0839
H 3.8601 0.3094 2.0801  0.0900
H 4.3365 4.6981 -2.0061  0.0816
H 1.1470 -2.1904 -4.0206  0.1064
H -4.6125 -5.1897 -3.4806  0.0827
H 6.6616 2.2967 -2.5372  0.1104
H 3.7706 -5.0350 0.7032  0.0772
H 3.4199 -0.9264 -1.4611  0.0736
H -2.6294 0.4845 -3.2985  0.0895
H 3.2335 1.6523 8.0072  0.1096
H 2.2870 6.1854 2.8954  0.0899
H 1.8751 2.0839 6.1740  0.0979
H 3.8407 2.5116 3.3248  0.0631
H 2.1611 0.0930 -2.1547  0.0694
H 0.1180 -2.9759 -2.8003  0.1290
H -5.5709 5.6665 0.7146  0.0929
H 2.4608 3.8160 -1.1549  0.1199
H 7.0276 0.0219 6.9438  0.0916
H 3.1375 -0.9544 -3.2143  0.0949
H -3.9661 -0.0007 3.9539  0.1104
H -5.5643 1.9055 3.6729  0.1104
H 0.4255 5.0888 1.6959  0.0911
H 2.5834 -3.6909 -3.8649  0.0938
H 3.5755 3.6128 -3.1768  0.0829
H 0.2118 0.0129 -2.7289  0.1009
H -2.9222 -4.4040 -5.1293  0.0782
H -6.1922 3.9680 2.4010  0.0982
H -1.0552 2.8146 -0.0160  0.0592
H -1.5116 -2.4978 -4.5984  0.0912
H 5.2534 0.3842 8.6329  0.0926
H -0.5154 -0.6918 -4.1752  0.1108
H 6.7253 0.3884 3.5754  0.0753
H 3.8989 -5.7096 -3.5207  0.0776
H 8.4170 0.8547 -1.1720  0.0759
H -1.4200 4.2159 -0.9545  0.0975
H -0.3597 2.8522 2.4302  0.0896
H -3.4846 5.4602 -0.5591  0.0967
H 3.3698 5.0549 4.7987  0.1095
H 2.5023 1.3068 1.5197  0.0596
H 7.8832 0.2516 4.8947  0.0667
H -3.0945 0.0957 -1.6186  0.0030
H 2.7655 -0.3292 0.8769  -0.0514
H 5.5901 -0.3704 0.6104  0.1282

Atoms 1-6, force components in eV/Å:
Rb 0.298 -0.431 -0.780
S -0.235 0.421 0.766
S 0.017 0.243 0.958
O 0.912 0.202 -0.286
O -0.115 -0.104 0.289
O -0.243 -0.299 -0.533

Properties
E_tot: -3256.6235 a.u.
E_LUMO: 3.363 eV
Net charge: -2
Kohn-Sham gap: 4.8 eV